Record 1
ORCA calculation (the ωB97M-V functional and the def2-TZVPD basis) on a structure of composition C26H25AsNO4OsS4Sb in a non-equilibrium geometry.

Geometry as XYZ:
```
63
Properties=species:S:1:pos:R:3:forces:R:3
Os 0.207023 2.257611 -0.132582 0.8 -0.1 -0.5
S -0.142363 6.649467 -1.731999 1.0 -0.7 0.1
Sb 1.620462 5.244089 -1.407166 -1.3 0.5 -0.1
S 0.965028 4.120732 0.794933 -0.2 -0.3 0.0
S 0.769391 2.956665 -2.165944 -0.2 -0.1 0.4
O -0.559620 0.350764 -0.878974 0.6 1.4 -0.2
As -1.355256 -0.922688 -0.202386 -0.8 -1.5 0.6
C -2.934335 -0.355214 0.785339 0.3 -0.2 -0.4
C -2.798764 0.838159 1.668161 0.3 -0.6 0.3
C -4.071740 1.326365 2.384052 0.0 -0.6 0.5
C -5.316445 0.538645 2.129778 0.2 0.0 -0.2
C -5.324605 -0.493235 1.285169 -0.4 0.3 0.3
C -4.129819 -0.925703 0.588671 0.8 -0.1 -0.2
C -0.286160 -1.992474 1.023244 -0.3 0.2 -0.5
C -0.616894 -2.068767 2.367269 -0.2 0.1 0.0
C 0.140637 -2.858713 3.214994 -0.1 0.1 0.0
C 1.220482 -3.569491 2.717320 0.1 0.0 0.0
C 1.559691 -3.480576 1.376166 0.0 -0.1 0.0
C 0.807807 -2.687513 0.524490 -0.2 0.0 -0.3
C -1.951740 -1.993716 -1.698248 0.1 0.2 0.4
C -2.445547 -1.287294 -2.788224 0.0 0.4 0.1
C -2.840384 -1.966378 -3.926691 0.0 0.0 0.0
C -2.740390 -3.348928 -3.968469 0.0 -0.1 0.0
C -2.265630 -4.054561 -2.873666 0.0 -0.1 0.0
C -1.866402 -3.378392 -1.731518 0.1 0.0 0.3
H -1.867552 0.820125 2.257464 -0.3 0.2 -0.1
H -3.958635 1.550698 3.451696 0.1 0.0 -0.2
H -6.202075 0.866048 2.649327 -0.2 -0.1 0.1
H -6.230635 -1.048184 1.098753 -0.1 0.0 0.0
H -4.212788 -1.759666 -0.098543 0.0 0.0 0.0
H -1.475182 -1.525321 2.745100 0.0 -0.1 0.1
H -0.123913 -2.928826 4.258732 0.0 0.0 0.1
H 1.788619 -4.205353 3.378407 0.1 0.0 0.0
H 2.402347 -4.039023 0.999033 0.1 0.0 -0.1
H 1.046438 -2.606404 -0.534204 0.1 -0.1 0.1
H -2.501112 -0.204560 -2.734700 0.0 -0.1 -0.1
H -3.212284 -1.421926 -4.781964 0.0 0.0 0.0
H -3.028280 -3.881846 -4.861636 -0.1 0.0 -0.1
H -2.194992 -5.131781 -2.909594 0.0 -0.1 0.0
H -1.491417 -3.915230 -0.867914 0.0 -0.1 -0.1
C 5.140080 3.040051 -2.932025 0.0 0.0 -0.1
C 4.451226 2.325270 -1.815148 -0.1 -0.2 0.2
C 4.244672 2.939496 -0.582626 0.0 -0.1 0.1
C 3.573884 2.290344 0.441503 0.1 0.0 0.1
C 3.084045 1.006808 0.237079 0.1 -0.6 0.3
C 3.298345 0.369528 -0.981232 -0.1 0.0 0.0
C 3.976436 1.026414 -1.991237 -0.1 0.0 0.1
S 2.188447 0.060202 1.499179 1.1 1.1 0.0
C 3.050701 0.662852 2.989803 -0.3 -0.3 -0.4
O 0.825247 0.725328 1.560543 -0.9 0.5 0.0
H 5.700874 3.900168 -2.574892 0.0 0.0 0.0
H 4.398623 3.392195 -3.652197 0.0 0.0 0.0
H 5.817953 2.372425 -3.460630 0.0 0.0 0.0
H 4.633285 3.934917 -0.409001 0.0 0.0 0.0
H 3.436259 2.796421 1.383677 0.0 0.0 0.0
H 2.924578 -0.633167 -1.131061 0.0 -0.1 -0.1
H 4.141406 0.526711 -2.932633 0.0 -0.1 -0.1
H 2.905192 1.731495 3.096861 0.0 0.1 -0.1
H 4.099208 0.401106 2.897361 0.2 0.0 0.0
H 2.623234 0.154843 3.847558 -0.1 -0.1 0.0
O -4.019686 2.551761 1.632835 0.1 0.9 -0.4
N -2.905916 2.089054 0.894145 0.8 0.7 -0.3
O -1.971057 2.868175 0.578465 -1.1 -0.3 0.4
```
Forces are in eV/Å.

Calculated values
**LUMO level (spin up / spin down)**: -3.2 / -4.4 eV
**Multiplicity**: 6
**Charge**: +1
**HOMO-LUMO gap (spin up / spin down)**: 6.91 / 5.57 eV
**Maximum force**: 1.8 eV/Å

Record 2
ORCA calculation (the ωB97M-V functional and the def2-TZVPD basis) on a structure of composition C8H24F4N4O11PbS4 in a non-equilibrium geometry.

Geometry as XYZ:
```
56
Properties=species:S:1:pos:R:3:forces:R:3
Pb -0.218618 -0.086741 0.166805 -1.3 -0.3 -6.8
N -1.315748 -1.191802 -0.524581 -12.8 -9.0 -8.6
S -2.157631 -2.293481 0.230162 -3.9 -6.5 4.2
O -2.454783 -3.521047 -0.464975 1.1 1.4 0.2
O -3.161067 -1.865637 1.226808 2.0 0.3 -1.4
F -0.924949 -2.718596 1.185658 -1.8 -0.6 -0.6
S -2.732669 -0.687101 -1.279212 -6.4 1.4 -2.9
O -3.407668 0.376912 -0.506705 1.8 -2.3 -1.8
O -3.561883 -1.620877 -2.061353 2.1 1.6 1.3
F -2.111294 0.165277 -2.572008 -3.9 -1.7 0.4
N 0.980893 0.917595 0.724804 12.9 10.4 1.5
S 2.531407 1.261127 0.038337 7.0 5.0 4.9
O 3.456051 0.136246 -0.111402 -0.8 -0.3 0.6
O 3.136550 2.583084 0.023018 -0.9 0.3 -1.6
F 1.988271 1.214580 -1.496686 4.2 1.9 -1.4
S 1.542584 1.350086 2.071472 9.6 6.7 2.8
O 1.447976 2.780197 2.433514 -1.2 -2.6 -0.6
O 2.658813 0.629052 2.692284 -2.1 -0.5 0.6
F 0.271097 0.751276 2.808771 2.4 5.3 4.7
O -1.061596 -0.246108 1.778365 -11.4 -3.8 9.5
H -1.915039 -0.566996 2.069738 -1.2 -0.6 -0.2
H -0.655145 0.107270 2.569663 -1.3 -0.8 0.1
C 1.961385 -2.918571 -1.813159 0.0 -1.4 1.2
C 1.230892 -2.083662 -0.745746 0.7 -2.3 1.4
C 1.470056 -2.347726 0.821233 1.2 -0.5 0.0
O 0.768107 -1.313491 1.603115 4.5 -4.6 1.2
C 0.950655 -1.512072 2.998319 1.2 0.1 2.1
N 1.273421 -0.697690 -1.096176 3.9 -7.6 -1.0
H 3.046008 -2.839433 -1.886831 -0.1 1.0 0.0
H 1.448053 -2.783730 -2.765223 0.2 0.2 -0.1
H 1.882533 -3.981607 -1.585482 -0.5 -0.2 0.0
H 0.172622 -2.344042 -0.765166 0.6 -1.0 -0.9
H 2.492310 -2.479936 1.175659 0.5 1.1 -0.4
H 1.068915 -3.298815 1.171387 -0.4 -0.1 -0.7
H 0.637574 -2.412527 3.526765 -0.3 -0.7 -1.2
H 0.510751 -0.686961 3.558457 0.1 -1.6 0.0
H 1.995595 -1.297528 3.222308 0.1 -0.6 -0.1
H 1.345797 -0.709208 -2.103515 0.8 0.4 0.7
H 1.931871 -0.218810 -0.498516 1.0 -3.3 -2.0
C -0.055526 2.890659 -2.717157 0.3 1.4 0.7
C -0.042820 2.074772 -1.421517 -2.2 1.2 -1.4
C -1.292438 2.374989 -0.582443 -1.5 0.4 -1.3
O -1.406273 1.532750 0.547376 -2.8 5.7 2.0
C -2.404672 2.054882 1.472246 -0.9 -0.4 0.8
N -0.067508 0.686515 -1.954128 -2.0 4.1 -3.0
H -0.102567 3.955562 -2.489430 0.0 0.2 -0.3
H -0.891811 2.617321 -3.360597 -0.3 0.0 0.3
H 0.828474 2.723954 -3.332659 0.3 -0.1 0.3
H 0.845624 2.127679 -0.792255 -2.2 2.1 -1.0
H -2.242827 2.064432 -1.016504 0.2 0.9 -1.5
H -1.425054 3.414744 -0.283392 0.7 0.1 -0.1
H -2.656145 3.113721 1.411311 1.1 0.2 -0.4
H -2.108482 1.810013 2.492244 0.2 0.3 -0.2
H -3.402838 1.638172 1.337599 0.3 -0.7 -0.4
H 0.753999 0.723167 -2.540529 -0.6 -0.4 -0.1
H -0.851232 0.648159 -2.590070 1.6 0.7 0.2
```
Forces are in eV/Å.

Calculated values
**Energy above the lowest of the compared OMol25 structures with the same formula, charge and spin**: 32.011 eV
**LUMO level**: -2.1 eV
**Multiplicity**: 1
**HOMO-LUMO gap**: 3.04 eV
**Maximum force**: 17.8 eV/Å

Record 3
ORCA calculation (the ωB97M-V functional and the def2-TZVPD basis) on a structure of composition C55H48ClInNO6P3S3 in a non-equilibrium geometry.

Geometry as XYZ:
```
118
Properties=species:S:1:pos:R:3:forces:R:3
In -0.502223 -0.313775 0.065073 -2.3 0.5 0.1
S -0.197881 -2.729806 0.467169 0.7 0.2 -0.3
P -0.362595 1.938688 1.906670 2.4 -1.3 0.2
C -1.722810 1.335564 1.096939 -0.2 -0.7 -0.5
P -3.476562 1.309817 1.190561 0.9 -1.5 0.1
S -4.310608 -0.364935 1.845771 0.3 -0.5 -0.2
C -4.398186 2.544493 2.152746 -1.4 2.6 1.3
C -4.044953 3.929787 2.205552 -1.5 -1.3 0.2
C -4.892004 4.916151 2.757868 0.4 0.3 -0.5
C -6.130476 4.543377 3.306885 1.1 0.2 0.0
C -6.419740 3.182628 3.412265 -0.2 0.4 -0.1
C -5.627125 2.211494 2.826567 1.4 -0.4 -0.7
C -3.930165 1.716938 -0.527557 -1.1 -0.5 1.0
C -5.006094 1.104473 -1.162351 -0.4 -0.9 -0.4
C -5.293577 1.446453 -2.478704 -0.5 0.5 -0.1
C -4.491960 2.398150 -3.122803 -0.7 -0.4 -0.4
C -3.540144 3.108354 -2.424986 0.8 0.4 -0.4
C -3.265100 2.758436 -1.102372 0.3 0.8 -1.1
C 0.498999 3.424606 1.372243 0.1 1.4 0.7
C 0.009312 4.050183 0.221750 0.4 -1.0 0.0
C 0.540271 5.212867 -0.275438 0.1 1.7 -0.8
C 1.623289 5.842680 0.378114 -1.1 -1.7 0.7
C 2.150630 5.216904 1.537717 -0.1 0.3 -0.7
C 1.633701 4.023120 2.028545 -0.8 -0.3 -0.3
C -0.272769 2.105648 3.692163 -1.4 -0.2 0.9
C -0.675051 3.314020 4.287133 0.6 -1.1 0.7
C -0.523821 3.472505 5.664333 0.3 0.8 0.6
C -0.049008 2.423316 6.468847 0.3 0.6 0.2
C 0.281978 1.217850 5.870639 -0.3 -0.7 0.1
C 0.090002 1.016284 4.513378 0.2 1.7 -0.2
H -3.146733 4.195114 1.715695 1.0 0.6 -0.3
H -4.551726 5.989844 2.679619 -0.6 -1.3 0.2
H -6.823334 5.296926 3.688368 0.3 -0.2 0.0
H -7.304488 2.904440 3.972568 -0.1 -0.2 -0.2
H -5.882903 1.142283 2.831013 0.0 0.6 0.2
H -5.554255 0.268339 -0.678345 0.5 0.8 -0.1
H -6.219227 1.120589 -2.997722 0.9 -0.3 0.4
H -4.626446 2.522316 -4.199849 -0.1 0.4 0.3
H -2.966031 3.895674 -2.959439 -0.3 -0.6 0.6
H -2.488849 3.259587 -0.542900 -0.1 0.0 -0.1
H -0.704530 3.447569 -0.323050 -0.3 0.5 -0.1
H 0.010367 5.709650 -1.151827 1.0 -0.7 1.0
H 2.001477 6.763457 0.018968 0.4 0.8 -0.2
H 2.991412 5.695540 2.046531 -0.2 -0.2 -0.1
H 2.100040 3.568811 2.916576 -0.4 0.2 -0.5
H -1.111434 4.060470 3.648440 0.2 0.5 0.0
H -0.638795 4.483835 6.118917 -0.3 -0.9 -0.3
H 0.110969 2.552165 7.561138 -0.1 0.1 -0.9
H 0.686136 0.375220 6.435176 -0.2 0.3 0.1
H 0.303699 0.067857 4.082366 0.2 -0.6 -0.4
O -3.307610 -1.669217 -0.901077 0.9 -0.8 -1.0
C -2.419728 -1.780422 -1.770559 -1.4 1.4 1.1
O -1.478840 -0.917245 -1.930820 0.0 0.0 0.2
C -2.478270 -2.946977 -2.730421 0.5 0.1 -0.1
C -3.632538 -3.687575 -2.844892 -1.2 -0.3 0.5
C -3.665757 -4.878962 -3.566422 -1.8 -0.4 0.9
C -2.573325 -5.355741 -4.234112 1.6 1.1 -0.7
C -1.422184 -4.559958 -4.222761 0.0 0.2 -0.1
C -1.368602 -3.368062 -3.443139 0.4 -1.8 -1.4
P 0.194626 -2.504559 -3.263472 1.2 -0.9 1.8
C 1.396352 -3.894684 -3.029367 -0.5 0.1 -1.0
C 2.757246 -3.689282 -3.337899 -0.4 -0.2 0.1
C 3.686614 -4.710930 -3.189724 -0.6 -0.3 0.6
C 3.230210 -5.989482 -2.818740 -0.1 0.9 -0.5
C 1.878772 -6.191538 -2.523866 0.7 -0.1 0.2
C 0.983831 -5.154448 -2.543879 0.3 1.0 0.3
C 0.484399 -1.938125 -4.939235 -0.5 -0.2 0.0
C -0.173735 -0.731213 -5.205954 0.8 -0.3 -1.1
C -0.288028 -0.284637 -6.537818 -0.3 0.9 0.9
C 0.255454 -1.032438 -7.577776 0.7 -0.9 0.2
C 1.011440 -2.200474 -7.248867 -0.7 -0.1 -1.0
C 1.106235 -2.683860 -5.931550 -0.1 0.8 -1.2
H -4.505847 -3.325716 -2.272925 0.5 -0.4 -0.4
H -4.574756 -5.509551 -3.523296 0.4 0.6 -0.1
H -2.569074 -6.230351 -4.861614 -0.3 -0.4 0.1
H -0.540572 -4.895328 -4.826797 -0.8 0.5 0.7
H 3.113293 -2.731253 -3.715160 -0.3 0.0 0.2
H 4.735195 -4.426541 -3.277390 -0.1 -0.6 -0.2
H 3.909278 -6.808728 -2.796752 0.5 -0.5 0.2
H 1.505209 -7.153386 -2.211000 0.2 -0.3 0.1
H 0.011305 -5.300051 -2.080858 -0.1 0.1 -0.5
H -0.513278 -0.183609 -4.337233 -0.3 0.2 -0.2
H -0.766246 0.714609 -6.668426 0.3 -1.0 -0.3
H 0.128916 -0.774065 -8.651453 0.1 0.0 1.0
H 1.373469 -2.774807 -8.136475 0.0 0.3 1.0
H 1.616883 -3.608215 -5.661345 -0.1 0.2 -0.3
C 3.814742 -2.650974 5.943517 0.3 1.4 1.7
C 4.319333 -1.701308 4.906941 -0.5 0.3 -1.7
C 3.783548 -1.806070 3.596224 -0.2 -0.4 0.8
C 4.145124 -0.938310 2.579712 0.3 0.7 -0.9
C 5.030858 0.128749 2.873917 -0.8 -0.8 -0.6
C 5.575088 0.208708 4.137655 0.7 0.6 -0.3
C 5.240890 -0.684414 5.116832 -0.1 -0.9 1.4
S 5.219466 1.492911 1.717487 -2.5 0.4 -1.3
O 4.636733 2.620571 2.433392 1.4 -0.9 -0.3
O 6.517743 1.491608 1.085113 -0.1 0.2 0.7
N 4.137572 1.225540 0.465035 1.7 0.7 1.8
C 4.518044 0.778777 -0.833841 -0.7 -1.6 -0.8
C 3.296631 0.836498 -1.831620 0.7 -0.4 -0.9
C 1.937322 0.157676 -1.519467 -0.8 -0.3 -0.2
O 1.299989 -0.420783 -2.421943 1.8 2.2 1.7
O 1.472994 0.321043 -0.293397 1.0 0.0 -1.3
H 4.381634 -3.550719 6.005462 0.7 -0.7 0.0
H 2.816160 -2.949598 5.732124 -0.9 -0.1 -0.2
H 3.816859 -2.179598 6.974080 0.0 -0.5 -1.1
H 3.009270 -2.575570 3.453812 0.5 0.4 -0.3
H 3.763262 -1.047360 1.530165 0.1 0.1 1.3
H 6.313843 0.949059 4.398580 -0.1 0.4 -0.2
H 5.694335 -0.581029 6.109507 -0.1 0.0 -0.3
H 3.181420 1.147764 0.734429 -1.0 0.0 0.1
H 4.930170 -0.276580 -0.770710 -0.6 0.8 -0.4
H 5.317037 1.379671 -1.254471 0.1 0.2 0.1
H 3.674924 0.368735 -2.766837 -0.3 0.0 0.5
H 3.051283 1.859751 -2.199306 0.2 -0.4 0.9
Cl -0.505356 -4.394310 2.906010 -0.7 0.3 -0.4
C -1.375017 -3.314002 1.658513 0.0 0.3 0.1
H -1.871950 -2.502936 2.185260 0.1 -0.1 0.2
H -2.124971 -3.892637 1.123939 0.1 -0.4 0.4
```
Forces are in eV/Å.

Calculated values
**Energy above the lowest of the compared OMol25 structures with the same formula, charge and spin**: 1.051 eV
**LUMO level**: 3.8 eV
**Multiplicity**: 1
**Charge**: -2
**HOMO-LUMO gap**: 5.18 eV
**Maximum force**: 3.3 eV/Å

Record 4
ORCA calculation (the ωB97M-V functional and the def2-TZVPD basis) on an isolated molecule of C7H9NS in a non-equilibrium geometry.

Geometry as XYZ:
```
18
Properties=species:S:1:pos:R:3:forces:R:3
C 0.873811 -2.944003 -1.260924 0.5 3.2 1.2
C -0.122305 -2.517093 -0.457070 2.0 1.4 -0.3
N -1.089238 -3.367179 0.037679 -1.3 -1.5 0.4
C -1.855234 -2.861667 0.915657 1.1 2.4 -0.5
S -1.619705 -1.127405 1.210159 0.3 -0.4 0.3
C -0.160023 -1.133152 0.161882 -1.8 0.0 1.2
C 0.494648 0.020856 0.136378 2.4 0.9 -0.3
C 0.312147 1.372111 1.025295 3.3 -1.7 -4.1
C -0.486281 2.220262 0.006821 -1.1 1.0 3.0
H 0.800788 -3.834445 -1.746575 -0.1 -2.6 -1.0
H 1.796040 -2.332843 -1.451862 -1.3 -0.4 0.1
H -2.630398 -3.197992 1.561176 -0.5 -1.4 -0.2
H 1.292338 0.110334 -0.661224 -0.7 0.0 1.1
H -0.199028 1.097253 1.877432 -0.8 -0.1 2.1
H 1.449314 1.765124 1.206941 -3.0 -0.8 -0.2
H -0.494583 1.696210 -0.881460 -0.2 -0.7 -2.1
H 0.018277 3.156683 -0.128036 -0.2 0.7 -0.2
H -1.568020 2.336500 0.344848 1.4 0.1 -0.4
```
Forces are in eV/Å.

Calculated values
**Energy above the lowest of the compared OMol25 structures with the same formula, charge and spin**: 1.927 eV
**LUMO level**: 0.1 eV
**SMILES**: C=c1ncs/c1=C\CC
**Multiplicity**: 1
**HOMO-LUMO gap**: 8.01 eV
**Maximum force**: 5.6 eV/Å

Record 5
ORCA calculation (the ωB97M-V functional and the def2-TZVPD basis) on the ion H2O2PS with charge -1 in a non-equilibrium geometry.

Geometry as XYZ:
```
6
Properties=species:S:1:pos:R:3:forces:R:3
O 1.325172 -0.907882 -0.000644 1.5 -3.8 0.2
O -1.015176 0.426089 -0.230903 0.8 -0.8 0.2
P 1.049718 0.492776 0.105038 -0.6 4.1 -1.6
S -1.451958 -1.359064 -0.141217 -0.9 0.3 0.1
H 0.903388 0.904452 1.439293 -0.5 -0.1 1.3
H -0.811146 0.443628 -1.171568 -0.4 0.3 -0.2
```
Forces are in eV/Å.

Calculated values
**Energy above the lowest of the compared OMol25 structures with the same formula, charge and spin**: 1.794 eV
**LUMO level**: 4.1 eV
**Multiplicity**: 1
**Charge**: -1
**HOMO-LUMO gap**: 7.09 eV
**Maximum force**: 4.4 eV/Å

Record 6
ORCA calculation (the ωB97M-V functional and the def2-TZVPD basis) on an isolated molecule of C5H3N3 in a non-equilibrium geometry.

Geometry as XYZ:
```
11
Properties=species:S:1:pos:R:3:forces:R:3
C 2.139920 -0.224873 0.011853 -0.3 0.3 0.1
N 1.564949 0.937562 0.010636 0.7 -0.8 -0.5
C 0.207293 0.594355 -0.093554 0.5 -0.2 0.4
C -1.018549 1.068356 -0.031115 -0.7 -1.1 -0.2
C -1.862441 -0.225372 0.021317 -1.0 0.9 0.2
N -1.227247 -1.326220 -0.020098 0.0 -0.3 -0.1
C 0.113008 -0.881964 -0.089326 0.8 0.2 0.2
N 1.260491 -1.426013 -0.012820 0.3 0.4 -0.1
H 3.235806 -0.365410 0.062839 -0.9 0.1 0.0
H -1.457714 2.032173 -0.023968 -0.1 0.8 0.2
H -2.955512 -0.182590 0.164231 0.6 -0.2 -0.2
```
Forces are in eV/Å.

Calculated values
**Energy above the lowest of the compared OMol25 structures with the same formula, charge and spin**: 1.572 eV
**LUMO level**: -1.7 eV
**SMILES**: C1=NC2=CC=NC2=N1
**Multiplicity**: 1
**HOMO-LUMO gap**: 8.07 eV
**Maximum force**: 1.4 eV/Å